(1)
# C26H22BeClN3O

A structure of composition C26H22BeClN3O (ωB97M-V with the def2-TZVPD basis set, the Open Molecules 2025 dataset).

Last column: natural (NBO) charge in e.
Geometry (Å):
1 Cl -1.25023 1.08852 -4.59857  -0.783
2 O 0.19618 -0.18214 -2.30584  -0.668
3 N -2.21030 0.83761 -1.63626  -0.718
4 N -1.17789 3.48449 6.90056  -0.296
5 N -0.11747 2.43867 -1.96733  -0.693
6 C 1.31830 4.09898 -1.42641  -0.321
7 C -0.23554 2.69971 -0.60538  -0.010
8 C -3.84612 -0.26783 -0.54022  -0.334
9 C -3.14062 0.45286 0.40595  -0.218
10 C 0.79565 3.26208 -2.44497  0.071
11 C 3.62608 -5.23979 0.08262  -0.636
12 C -1.17636 3.24766 5.77645  0.274
13 C 1.41184 -4.06555 0.19503  -0.245
14 C -2.29765 3.23845 3.59679  -0.176
15 C -0.05012 2.37469 3.78310  -0.160
16 C 0.67137 3.74628 -0.26876  -0.190
17 C -1.17484 2.94972 4.36854  -0.171
18 C 3.07442 -3.21434 -1.30318  -0.239
19 C -2.29544 2.94366 2.24528  -0.137
20 C -1.17325 2.37109 1.65086  -0.074
21 C 2.71536 -1.23044 -2.76042  -0.639
22 C -1.16892 2.06011 0.19860  0.207
23 C 0.52178 -3.08214 -0.19358  0.074
24 C -2.12413 1.14923 -0.28940  -0.025
25 C -0.05147 2.09385 2.42835  -0.190
26 C -0.84829 -3.05176 0.43996  -0.652
27 C 0.93097 -2.14101 -1.16596  -0.172
28 C 2.69062 -4.14783 -0.35023  0.062
29 C -0.02466 -1.11634 -1.53778  0.436
30 C 2.22309 -2.20387 -1.72824  0.081
31 C -3.23550 0.00150 -1.78036  0.027
32 Be -0.91518 1.13510 -2.68258  1.598
33 H 0.78881 4.18715 0.70789  0.226
34 H -1.01819 -1.18505 -1.08353  0.162
35 H 1.04990 3.24127 -3.49468  0.223
36 H 2.06148 4.86791 -1.55611  0.227
37 H 0.81895 1.64812 1.96468  0.230
38 H -1.05389 -2.10233 0.93668  0.230
39 H 1.10721 -4.78862 0.94319  0.210
40 H -3.32557 0.49227 1.46730  0.226
41 H -4.70175 -0.90183 -0.37559  0.227
42 H 4.06828 -3.27233 -1.73136  0.211
43 H 2.04613 -1.17583 -3.61776  0.247
44 H 3.27207 -6.20794 -0.27658  0.230
45 H -3.16314 3.69258 4.05935  0.233
46 H 2.76730 -0.22084 -2.35095  0.238
47 H 3.68044 -5.29641 1.17029  0.226
48 H -1.63801 -3.20937 -0.29648  0.230
49 H -0.92676 -3.84133 1.18480  0.224
50 H 0.81646 2.15237 4.39047  0.232
51 H 3.70794 -1.52200 -3.10010  0.211
52 H -3.16246 3.16895 1.63861  0.226
53 H -3.48706 -0.37693 -2.76044  0.226
54 H 4.63018 -5.08102 -0.30632  0.220

The HOMO-LUMO gap comes out at 6.803 eV. As for the HOMO energy: -7.96 eV. Its total charge is 0.


(2)
# C26H22BrFeN5O13S

A structure of composition C26H22BrFeN5O13S (ωB97M-V with the def2-TZVPD basis set, the Open Molecules 2025 dataset).

Last column: Löwdin spin population.
Geometry (Å):
1 Br 2.88824 -7.25935 1.40829  0.000
2 Fe 0.41804 0.53548 -0.33792  3.737
3 S 1.22057 3.55970 -0.15183  0.009
4 O -0.41977 1.15812 1.34351  0.060
5 O -1.86033 1.38558 3.01248  0.010
6 O 1.63758 -1.15931 -0.27620  0.038
7 O -2.26244 -4.82725 -0.37569  0.001
8 O 1.10004 -2.17096 1.65684  0.003
9 O -3.64404 -2.56248 5.11506  0.001
10 O -0.72147 1.47363 -4.32786  0.001
11 O 5.19713 0.18069 -0.89582  0.000
12 O 3.42782 1.02828 0.18867  0.002
13 O -0.69247 1.32187 -2.08040  0.030
14 O -3.86669 -4.40450 4.02442  0.001
15 O -0.84634 -3.41736 -1.16589  0.000
16 O -1.15547 -0.89419 -0.31407  0.035
17 N -0.67470 4.56300 1.37725  0.003
18 N -3.48123 -3.24066 4.10626  0.001
19 N -1.67288 -3.74716 -0.34031  0.001
20 N -1.38325 3.67188 -0.65398  0.001
21 N 1.88642 0.72667 -2.13304  0.021
22 C -2.58737 -3.41511 1.85456  0.000
23 C -1.56985 -1.45489 0.72298  0.005
24 C -2.47562 5.70781 2.62643  0.000
25 C 3.26788 -3.29806 -1.00637  0.000
26 C 1.63491 -2.12178 0.55282  0.005
27 C -1.78238 -0.72573 1.96161  0.002
28 C 3.08802 -0.30610 -4.39511  0.001
29 C -2.81982 -2.64756 2.97878  0.002
30 C 2.42527 -3.34582 0.09496  0.002
31 C -0.21477 1.19034 -3.23979  0.002
32 C 4.00414 -4.41256 -1.38206  0.000
33 C 3.89100 0.56577 -0.80897  0.000
34 C 3.89743 -5.59698 -0.66707  0.000
35 C -1.91552 4.38397 2.12921  0.000
36 C 3.04205 -5.63091 0.42259  0.000
37 C -3.81488 3.64342 -1.02343  0.000
38 C 1.78265 0.13200 -4.43493  0.001
39 C 3.81191 -0.17233 -3.21304  0.001
40 C -2.55046 4.48481 -0.92615  0.000
41 C -1.33713 0.71373 2.11792  0.009
42 C -0.38248 3.95779 0.19952  0.004
43 C 1.21397 0.64610 -3.27111  0.004
44 C 3.16658 0.35591 -2.11012  0.003
45 C -1.96219 -2.84869 0.76833  0.002
46 C 2.30936 -4.52934 0.81717  0.000
47 C -2.40165 -1.30746 3.02789  0.001
48 H 1.65082 -4.54822 1.67468  0.000
49 H 3.55334 -0.73916 -5.27219  0.000
50 H 5.55067 0.31617 -0.00516  0.000
51 H 3.32239 -2.37676 -1.57114  0.000
52 H -2.63192 3.87175 1.49420  0.000
53 H -2.56856 -0.71613 3.91580  0.000
54 H 4.66292 -4.36647 -2.24118  0.000
55 H -2.39728 5.00561 -1.87994  0.000
56 H -2.71715 6.38035 1.80020  0.000
57 H -4.00830 3.10694 -0.09428  0.000
58 H -3.38125 5.53864 3.21176  0.000
59 H -4.67789 4.27245 -1.25343  0.000
60 H -3.70719 2.90022 -1.81378  0.000
61 H -1.71234 3.69894 2.95397  0.000
62 H -2.86976 -4.45578 1.82937  0.000
63 H -1.12678 2.98171 -1.36092  0.000
64 H 0.15470 4.62162 1.94854  0.000
65 H 1.17427 0.09177 -5.32677  0.000
66 H -2.63913 5.25503 -0.16153  0.000
67 H 4.84726 -0.46906 -3.14400  0.000
68 H 4.45945 -6.47687 -0.94915  0.000
69 H -1.75410 6.21723 3.26856  0.000

Its expectation value of S² is 6.008. The HOMO-LUMO gap (spin up / spin down) comes out at 6.663 / 6.511 eV. Its spin multiplicity is 5. As for the HOMO energy (spin up / spin down): -2.70 / -2.55 eV. Its total charge is -2.


(3)
# C26H22CaGeI2N2O

A structure of composition C26H22CaGeI2N2O at a distorted geometry (ωB97M-V with the def2-TZVPD basis set, the Open Molecules 2025 dataset).

Last column: Löwdin spin population.
Geometry (Å):
1 I 18.34274 -14.25635 -3.76264  0.000
2 I 15.53351 -9.70498 -6.24918  0.012
3 Ge 11.70928 -8.98857 -3.91690  0.501
4 Ca 11.41341 -12.54314 -5.39541  0.018
5 O 13.17110 -11.68492 -6.18444  0.014
6 N 13.02859 -14.38069 -5.37841  0.000
7 N 10.68995 -11.26634 -7.49804  0.007
8 C 16.61220 -12.32688 -5.21824  0.000
9 C 8.92810 -8.10202 -4.20918  0.017
10 C 10.20996 -14.13901 -2.45561  0.004
11 C 15.34190 -14.33515 -4.72004  0.000
12 C 12.95608 -15.64851 -5.00260  0.001
13 C 8.91693 -13.96554 -2.86256  -0.003
14 C 15.24633 -15.69032 -4.30546  0.000
15 C 14.24998 -12.33450 -5.78802  0.000
16 C 8.88523 -6.91960 -1.65614  0.004
17 C 10.04531 -8.30542 -3.35809  0.100
18 C 10.82548 -11.81338 -2.92416  0.011
19 C 11.17426 -13.13433 -2.47826  0.002
20 C 8.54880 -12.67509 -3.17668  0.004
21 C 14.17874 -13.72065 -5.30509  0.000
22 C 16.52291 -13.60033 -4.71037  0.002
23 C 13.12949 -7.94619 -3.23965  0.095
24 C 14.01041 -16.34424 -4.45272  0.000
25 C 12.50165 -13.42589 -2.19273  0.026
26 C 13.44578 -12.43494 -2.31128  -0.002
27 C 7.80125 -7.40237 -3.76448  -0.001
28 C 9.46806 -11.62072 -3.17340  -0.002
29 C 10.00423 -7.62871 -2.14798  0.020
30 C 7.84224 -6.75544 -2.56949  0.004
31 C 13.07710 -11.14947 -2.73275  0.034
32 C 11.83809 -10.79385 -3.11352  0.084
33 C 15.44710 -11.71223 -5.72817  0.002
34 H 12.88037 -14.38334 -1.85769  0.001
35 H 7.02899 -7.11300 -4.45459  0.000
36 H 9.73749 -11.21123 -7.85698  0.000
37 H 8.84061 -6.43527 -0.73053  0.000
38 H 8.19644 -14.79104 -2.78056  0.000
39 H 12.02699 -16.18324 -5.29660  0.000
40 H 7.52550 -12.49314 -3.25102  0.000
41 H 14.11447 -8.22673 -3.55504  0.000
42 H 11.03114 -10.40382 -7.09704  0.016
43 H 16.05196 -16.35881 -3.96755  0.000
44 H 17.57702 -11.82239 -5.16474  0.000
45 H 9.12206 -10.62478 -3.34226  0.001
46 H 8.93360 -8.53560 -5.21973  0.006
47 H 14.49599 -12.71124 -2.10168  0.000
48 H 6.99587 -6.13460 -2.30447  0.000
49 H 13.06763 -6.94583 -3.67545  0.001
50 H 13.81313 -10.35242 -2.78262  0.001
51 H 10.93441 -7.64659 -1.60725  0.002
52 H 11.27182 -11.44325 -8.34145  0.000
53 H 13.87571 -17.44014 -4.28735  0.000
54 H 13.04219 -7.69906 -2.16015  0.014
55 H 10.50034 -15.12988 -2.07508  0.000

Its expectation value of S² is 0.754. The HOMO-LUMO gap (spin up / spin down) comes out at 7.118 / 6.071 eV. Its spin multiplicity is 2. As for the HOMO energy (spin up / spin down): -10.18 / -10.24 eV. Its total charge is +1.


(4)
# C26H22Cl2N5O2RuSSi

A structure of composition C26H22Cl2N5O2RuSSi at a distorted geometry (ωB97M-V with the def2-TZVPD basis set, the Open Molecules 2025 dataset).

Last column: Löwdin spin population.
Geometry (Å):
1 Ru -0.02500 0.01524 0.10265  0.814
2 Cl -4.86417 -4.32238 2.86527  0.000
3 Cl -6.54365 -1.83952 2.08544  0.000
4 S 2.08608 1.05993 -1.11760  0.085
5 Si 4.75043 3.12503 -0.27665  0.001
6 O -3.40015 2.15487 1.57644  -0.003
7 O 0.04203 -2.93377 3.17548  -0.003
8 N -0.73481 -1.69690 1.40052  -0.016
9 N 1.31450 1.30797 1.33357  -0.008
10 N 1.58214 -1.90222 0.14920  0.057
11 N -2.16046 0.41001 0.73836  -0.016
12 N -1.04272 1.97772 -1.07031  0.057
13 C 1.46994 -2.54753 1.31497  0.003
14 C -0.94498 4.02149 -2.30021  0.002
15 C -4.83615 -1.78958 1.92237  0.000
16 C 4.73670 2.54783 -2.08371  0.005
17 C -2.83349 -0.62025 1.28379  -0.002
18 C -1.88702 4.60602 -1.46904  0.000
19 C -2.59846 1.68683 0.77877  0.000
20 C 4.62154 5.03399 -0.24604  0.000
21 C 2.46464 -3.37558 1.82032  0.001
22 C -4.22620 -0.65720 1.43687  -0.001
23 C 0.18361 -2.42486 2.07109  0.000
24 C -2.41975 3.83817 -0.44995  0.001
25 C -2.05711 -1.76825 1.64445  -0.001
26 C 2.34111 2.54554 3.06383  -0.001
27 C 3.33848 2.52658 0.85675  0.001
28 C -2.70453 -2.90673 2.14354  -0.001
29 C 3.73664 -2.89336 -0.12429  0.002
30 C 3.63061 -3.54181 1.09557  0.000
31 C 3.33859 2.94087 2.17553  -0.001
32 C -4.07277 -2.91809 2.27682  0.000
33 C -1.96957 2.53434 -0.28328  0.003
34 C 2.28117 1.68905 0.46590  0.005
35 C 6.34800 2.48057 0.55637  0.000
36 C 2.68892 -2.09198 -0.55624  0.006
37 C 1.34020 1.72209 2.59662  -0.001
38 C -0.55977 2.70878 -2.06562  0.006
39 H 2.34663 2.87174 4.09025  0.000
40 H 2.28280 -3.86374 2.76552  0.000
41 H 5.42925 5.48276 -0.81517  0.000
42 H 4.13134 3.58631 2.52396  0.000
43 H 4.61454 -3.01100 -0.73923  0.000
44 H 4.66502 5.44282 0.75940  0.000
45 H 3.83895 2.86615 -2.60084  0.001
46 H -2.12176 -3.76995 2.41803  0.000
47 H 7.22644 2.82459 0.02023  0.000
48 H 6.44664 2.80786 1.58744  0.000
49 H -2.20853 5.62573 -1.62330  0.000
50 H 4.78429 1.46780 -2.16132  0.001
51 H 3.68732 5.36922 -0.68821  0.000
52 H 6.37483 1.39435 0.56094  0.000
53 H -3.17793 4.20061 0.22730  0.000
54 H 2.74864 -1.57724 -1.50506  0.000
55 H 5.59197 2.96098 -2.60894  0.001
56 H 4.42768 -4.17229 1.46163  0.000
57 H 0.17277 2.23140 -2.70153  0.000
58 H -0.51819 4.56957 -3.12473  0.000
59 H 0.53175 1.37452 3.23013  0.000
60 H -4.81154 0.20644 1.16898  0.000

Its expectation value of S² is 0.761. The HOMO-LUMO gap (spin up / spin down) comes out at 5.488 / 5.713 eV. Its spin multiplicity is 2. As for the HOMO energy (spin up / spin down): -6.98 / -6.98 eV. Its total charge is 0.


Relative energy (zero: lowest compared OMol25 entry of this formula, charge and spin) (eV)
0.000 0.000 0.695 3.356